(1)
Here is a structure of composition C33H63ClF3N2O6PSi2 at a distorted geometry from the Open Molecules 2025 dataset. Energies are from ωB97M-V/def2-TZVPD.

XYZ file:
```
111
Properties=species:S:1:pos:R:3:lowdin_charge:R:1
C -1.829 0.081 1.663 -0.125
C -0.474 -0.627 1.937 -0.316
C 0.223 -1.038 0.607 -0.700
Cl -0.931 -1.742 -0.593 0.622
Si 1.828 -2.030 0.815 0.510
C 2.879 -1.786 -0.764 -0.197
C 2.336 -0.703 -1.743 -0.159
C 2.608 0.756 -1.370 -0.419
O 2.296 1.606 -2.170 0.105
N 3.163 1.148 -0.094 0.102
C 2.817 2.509 0.238 -0.266
C 1.712 2.728 1.040 -0.019
C 1.342 4.032 1.342 -0.082
C 2.048 5.113 0.861 -0.088
C 3.178 4.893 0.080 -0.073
C 3.547 3.599 -0.217 -0.032
C 2.717 -1.245 2.316 -0.193
C 4.242 -1.078 2.124 -0.132
C 4.892 -0.322 3.303 -0.605
F 4.051 0.501 3.937 0.142
F 5.869 0.487 2.793 0.094
F 5.517 -1.124 4.178 0.130
O 1.660 -3.706 0.934 -0.298
Si 0.613 -4.390 2.057 0.234
C 0.674 -6.247 1.671 -0.172
N -1.108 -3.962 1.802 0.073
C -1.803 -4.549 2.628 -0.435
O -2.553 -5.204 3.267 0.144
P 1.120 -4.272 4.185 0.890
C 0.490 -2.769 5.075 -0.470
C 1.098 -2.563 6.498 -0.154
C 2.864 -4.738 4.599 -0.435
C 3.985 -4.307 3.609 -0.151
H -2.632 -0.622 1.411 0.048
H -2.140 0.648 2.555 0.077
H -1.747 0.815 0.845 0.079
H 0.138 0.096 2.496 0.089
H -0.670 -1.478 2.602 0.071
H 0.523 -0.065 0.174 0.058
H 2.895 -2.734 -1.329 0.085
H 3.932 -1.555 -0.543 0.070
H 1.262 -0.774 -1.962 0.086
H 2.841 -0.859 -2.711 0.123
H 4.175 1.052 -0.082 0.129
H 1.134 1.889 1.432 0.096
H 0.470 4.184 1.982 0.108
H 1.765 6.146 1.060 0.106
H 3.772 5.710 -0.331 0.105
H 4.407 3.368 -0.852 0.122
H 2.300 -0.232 2.433 0.069
H 2.563 -1.812 3.245 0.059
H 4.734 -2.059 2.032 0.117
H 4.522 -0.500 1.241 0.079
H -0.204 -6.777 2.062 0.033
H 1.564 -6.689 2.157 0.030
H 0.815 -6.409 0.591 0.039
H 0.664 -1.815 4.548 0.044
H -0.601 -2.857 5.187 0.069
H 0.661 -3.229 7.250 0.072
H 0.810 -1.539 6.793 0.072
H 2.193 -2.567 6.469 0.054
H 3.105 -4.298 5.579 0.060
H 2.928 -5.825 4.754 0.065
H 4.822 -5.017 3.742 0.077
H 4.374 -3.334 3.928 0.048
H 3.711 -4.361 2.549 0.056
C 4.147 7.837 -3.634 -0.079
C 3.958 8.738 -2.426 -0.285
O 5.086 8.790 -1.571 -0.166
C 6.285 9.279 -2.146 -0.283
C 6.181 10.705 -2.658 -0.081
H 4.437 6.832 -3.321 0.078
H 3.222 7.773 -4.208 0.078
H 4.927 8.210 -4.300 0.066
H 3.136 8.350 -1.822 0.114
H 3.666 9.748 -2.734 0.107
H 6.631 8.602 -2.935 0.107
H 7.034 9.240 -1.353 0.118
H 5.477 10.786 -3.489 0.065
H 7.153 11.052 -3.011 0.077
H 5.833 11.372 -1.868 0.082
C -5.122 -1.537 -1.066 -0.070
C -5.591 -0.579 0.016 -0.281
O -5.206 0.767 -0.204 -0.165
C -5.690 1.367 -1.392 -0.282
C -7.206 1.427 -1.474 -0.081
H -4.041 -1.464 -1.199 0.060
H -5.377 -2.563 -0.801 0.079
H -5.586 -1.318 -2.029 0.061
H -5.142 -0.869 0.967 0.109
H -6.676 -0.647 0.153 0.107
H -5.269 0.866 -2.271 0.108
H -5.294 2.384 -1.396 0.117
H -7.648 0.430 -1.523 0.064
H -7.516 1.972 -2.367 0.075
H -7.619 1.926 -0.596 0.081
C -6.415 -6.020 -4.803 -0.081
C -6.881 -5.059 -3.722 -0.282
O -6.495 -3.715 -3.947 -0.169
C -6.980 -3.113 -5.134 -0.282
C -8.496 -3.047 -5.211 -0.080
H -5.335 -5.950 -4.938 0.082
H -6.671 -7.046 -4.534 0.077
H -6.881 -5.803 -5.766 0.065
H -6.429 -5.348 -2.773 0.117
H -7.966 -5.126 -3.583 0.107
H -6.563 -3.616 -6.013 0.107
H -6.581 -2.098 -5.138 0.116
H -8.942 -4.042 -5.259 0.065
H -8.806 -2.500 -6.103 0.077
H -8.904 -2.547 -4.331 0.081
```

As for the maximum force: 2.02 eV Å⁻¹. The value obtained for the frontier orbital gap is 8.612 eV. The highest occupied orbital energy is -8.05 eV. As for the LUMO energy: 0.562 eV.

---

(2)
Here is a cluster of 6 separate species, C33H63NO22PS in total at a distorted geometry from the Open Molecules 2025 dataset. Energies are from ωB97M-V/def2-TZVPD.

XYZ file:
```
121
Properties=species:S:1:pos:R:3:lowdin_charge:R:1
C -11.160 1.341 -0.377 0.022
C -10.577 1.963 0.888 -0.521
O -10.892 3.081 1.232 0.083
O -9.748 1.144 1.569 0.005
C -8.484 1.743 1.914 -0.113
C -7.473 1.734 0.728 -0.314
C -7.830 0.478 -0.123 -0.677
O -8.067 0.628 -1.351 -0.031
O -7.903 -0.619 0.448 -0.032
C -7.593 3.053 -0.067 -0.225
C -6.650 3.131 -1.319 -0.149
C -7.513 3.314 -2.581 -0.217
C -6.703 3.101 -3.863 -0.294
N -6.352 1.681 -4.065 0.007
C -7.311 4.313 0.763 -0.163
O -5.949 4.377 1.248 -0.215
S -5.578 3.134 2.189 0.592
O -6.343 3.233 3.395 -0.263
O -4.170 3.213 2.410 -0.290
C -6.015 1.661 1.270 -0.403
P -5.651 0.109 2.273 0.944
C -4.412 0.423 3.610 -0.306
C -4.977 -1.211 1.173 -0.275
H -10.514 0.502 -0.660 0.074
H -12.141 0.900 -0.178 0.082
H -11.174 2.061 -1.193 0.084
H -8.688 2.750 2.284 0.106
H -8.100 1.178 2.763 0.104
H -8.614 3.171 -0.444 0.139
H -6.059 2.227 -1.467 0.105
H -6.029 4.033 -1.270 0.112
H -8.365 2.628 -2.572 0.097
H -7.951 4.325 -2.618 0.109
H -5.785 3.700 -3.875 0.105
H -7.321 3.449 -4.710 0.095
H -5.564 1.686 -4.706 0.046
H -7.097 1.216 -4.571 0.066
H -8.032 4.506 1.562 0.122
H -7.405 5.154 0.068 0.131
H -5.331 1.658 0.411 0.108
H -3.479 0.865 3.241 0.011
H -4.832 0.979 4.446 0.031
H -4.134 -0.568 3.992 0.032
H -5.322 -2.156 1.594 0.033
H -3.878 -1.241 1.163 0.019
H -5.395 -1.122 0.169 0.035
C -4.321 -3.452 -8.273 -0.067
C -5.122 -2.268 -8.774 -0.213
O -4.890 -1.098 -7.981 0.042
C -3.734 -0.475 -8.198 -0.612
O -2.890 -0.797 -8.995 0.118
O -3.662 0.562 -7.363 0.006
C -2.423 1.270 -7.416 -0.041
H -4.519 -3.625 -7.215 0.084
H -4.577 -4.351 -8.834 0.078
H -3.250 -3.276 -8.377 0.073
H -6.186 -2.483 -8.685 0.122
H -4.919 -2.060 -9.825 0.122
H -2.190 1.580 -8.433 0.094
H -1.621 0.651 -7.015 0.099
H -2.532 2.153 -6.793 0.093
C -0.622 1.522 1.599 -0.056
C -0.199 0.294 0.822 -0.196
O 1.018 -0.274 1.341 0.019
C 0.895 -0.967 2.471 -0.605
O -0.120 -1.166 3.078 0.138
O 2.116 -1.390 2.831 -0.035
C 2.142 -2.068 4.091 -0.034
H 0.190 2.252 1.633 0.080
H -1.495 1.985 1.139 0.083
H -0.873 1.273 2.629 0.072
H 0.015 0.569 -0.209 0.122
H -0.987 -0.459 0.800 0.120
H 1.426 -2.886 4.112 0.099
H 1.940 -1.364 4.898 0.101
H 3.143 -2.472 4.218 0.083
C 4.206 0.915 3.126 -0.048
C 4.200 0.693 1.629 -0.195
O 5.096 1.596 0.953 0.046
C 6.385 1.293 1.051 -0.615
O 6.846 0.349 1.640 0.110
O 7.088 2.225 0.404 0.007
C 8.504 2.070 0.515 -0.041
H 3.990 1.959 3.361 0.087
H 3.466 0.284 3.607 0.056
H 5.181 0.687 3.559 0.076
H 3.209 0.899 1.235 0.111
H 4.441 -0.338 1.370 0.124
H 8.818 1.074 0.211 0.086
H 8.822 2.272 1.538 0.099
H 8.966 2.798 -0.146 0.093
C 5.414 -8.295 4.974 -0.067
C 6.294 -7.361 5.778 -0.214
O 6.962 -6.408 4.939 0.036
C 6.203 -5.404 4.497 -0.613
O 5.039 -5.232 4.749 0.119
O 6.954 -4.630 3.715 0.009
C 6.235 -3.561 3.094 -0.033
H 5.991 -8.776 4.182 0.081
H 4.985 -9.063 5.617 0.079
H 4.598 -7.754 4.495 0.074
H 7.082 -7.931 6.268 0.120
H 5.730 -6.848 6.557 0.124
H 5.704 -2.963 3.832 0.087
H 5.540 -3.959 2.356 0.102
H 6.959 -2.928 2.589 0.094
C 14.665 2.066 0.347 -0.067
C 14.371 1.872 -1.126 -0.212
O 14.009 0.516 -1.420 0.039
C 12.772 0.164 -1.070 -0.612
O 11.953 0.875 -0.549 0.118
O 12.604 -1.122 -1.377 0.008
C 11.345 -1.660 -0.964 -0.036
H 15.423 1.356 0.682 0.082
H 15.021 3.079 0.535 0.080
H 13.776 1.898 0.953 0.073
H 15.269 2.074 -1.708 0.121
H 13.596 2.554 -1.475 0.124
H 10.518 -1.064 -1.345 0.093
H 11.301 -1.719 0.123 0.100
H 11.275 -2.663 -1.375 0.093
```

As for the maximum force: 2.81 eV Å⁻¹. The value obtained for the frontier orbital gap is 5.978 eV. The highest occupied orbital energy is -4.43 eV. As for the LUMO energy: 1.549 eV. Its net charge is -1.

---

- The lowest frontier orbital gap belongs to which entry?
  C33H63NO22PS

---

- Among the records above, which one has the highest highest occupied orbital energy?
  C33H63NO22PS